[1]
# CH4Br2OP

A gas-phase ion, CH4Br2OP (charge +1) (ωB97M-V/def2-TZVPD, OMol25).

Last column: Löwdin spin population.
Geometry (Å):
C (1.05, 0.05, -0.74)  0.092
O (-0.11, -0.04, 1.76)  0.063
P (-0.59, -0.22, -0.05)  0.307
Br (-1.70, -2.13, -0.31)  1.173
Br (-1.96, 1.50, -0.29)  0.354
H (1.64, -0.80, -1.00)  0.001
H (1.51, 0.91, -0.16)  0.011
H (0.70, 0.46, -1.79)  -0.001
H (-0.54, 0.27, 2.58)  0.000

Kohn-Sham gap (spin up / spin down), eV: 7.4 / 5.4
Total charge: +1
⟨S²⟩: 2.011
Highest occupied orbital energy (spin up / spin down), eV: -12.03 / -15.59
2S+1: 3

---

[2]
# C27H34N7O2PS6Ti

A molecular structure, C27H34N7O2PS6Ti (ωB97M-V/def2-TZVPD, OMol25).

Last column: Löwdin charge in e.
Geometry (Å):
Ti (-0.62, 0.29, -0.43)  0.636
C (0.62, 3.51, 2.13)  -0.029
C (0.31, 2.14, 1.62)  -0.332
N (0.68, 1.70, 0.38)  -0.178
N (1.26, 2.61, -0.48)  -0.015
C (1.65, 2.15, -1.67)  -0.829
N (2.03, 3.08, -2.59)  0.095
S (1.74, 0.49, -1.94)  0.697
C (-0.45, 1.21, 2.31)  -0.254
C (-0.88, 1.31, 3.68)  -0.047
C (-1.67, 0.36, 4.22)  -0.102
C (-2.09, -0.76, 3.41)  -0.091
C (-1.67, -0.84, 2.14)  -0.179
N (-0.85, 0.10, 1.54)  -0.109
H (0.08, 4.27, 1.55)  0.084
H (1.69, 3.74, 2.08)  0.079
H (0.30, 3.62, 3.16)  0.064
H (1.07, 3.59, -0.34)  0.144
H (1.53, 3.95, -2.61)  0.099
H (2.20, 2.68, -3.50)  0.088
H (-0.58, 2.16, 4.27)  0.095
H (-2.00, 0.44, 5.25)  0.095
H (-2.75, -1.52, 3.81)  0.093
H (-1.97, -1.65, 1.49)  0.080
S (-0.07, -5.56, -5.13)  0.480
C (-0.20, -4.27, -4.11)  -1.531
S (0.31, -4.30, -2.46)  0.869
C (-0.16, -2.68, -2.04)  -1.120
C (-0.70, -1.93, -3.02)  -1.134
S (-1.24, -0.29, -2.85)  0.585
S (-0.85, -2.74, -4.57)  0.901
S (0.00, -2.13, -0.39)  0.548
C (4.20, -3.22, 1.91)  -0.115
N (3.24, -2.76, 3.02)  -0.074
C (3.97, -1.73, 3.88)  -0.128
N (4.44, -0.65, 3.09)  -0.151
C (5.35, -1.15, 2.06)  -0.166
N (4.70, -2.12, 1.18)  -0.150
C (3.67, -1.49, 0.33)  -0.317
P (2.25, -0.74, 1.27)  0.990
C (1.99, -2.18, 2.44)  -0.271
C (3.34, 0.15, 2.52)  -0.295
H (3.63, -3.89, 1.26)  0.147
H (5.01, -3.77, 2.41)  0.140
H (3.00, -3.57, 3.60)  0.176
H (4.80, -2.25, 4.36)  0.139
H (3.26, -1.38, 4.63)  0.141
H (6.20, -1.63, 2.55)  0.132
H (5.70, -0.31, 1.46)  0.135
H (3.27, -2.22, -0.37)  0.088
H (4.14, -0.70, -0.26)  0.080
H (1.45, -2.96, 1.91)  0.064
H (1.36, -1.83, 3.26)  0.099
H (2.70, 0.51, 3.33)  0.087
H (3.78, 1.04, 2.04)  0.093
C (-7.32, 4.61, -2.30)  -0.048
C (-6.09, 3.84, -1.91)  -0.259
C (-6.13, 2.85, -0.94)  -0.008
C (-5.01, 2.11, -0.59)  -0.173
C (-5.17, 1.07, 0.49)  -0.030
C (-3.80, 2.38, -1.23)  -0.036
C (-3.72, 3.39, -2.21)  -0.176
C (-2.45, 3.74, -2.96)  -0.035
C (-4.87, 4.10, -2.53)  -0.013
C (-2.59, 1.62, -0.86)  -0.563
O (-1.41, 2.11, -1.00)  -0.116
O (-2.65, 0.45, -0.39)  -0.118
H (-8.16, 4.36, -1.67)  0.073
H (-7.59, 4.40, -3.33)  0.084
H (-7.14, 5.69, -2.23)  0.081
H (-7.07, 2.65, -0.43)  0.113
H (-6.17, 1.13, 0.92)  0.075
H (-4.44, 1.20, 1.29)  0.085
H (-5.02, 0.07, 0.09)  0.089
H (-1.80, 4.36, -2.34)  0.082
H (-2.71, 4.30, -3.86)  0.078
H (-1.89, 2.86, -3.23)  0.069
H (-4.82, 4.87, -3.29)  0.118

Kohn-Sham gap (spin up / spin down), eV: 5.2 / 5.2
Relative energy (zero: lowest compared OMol25 entry of this formula, charge and spin), eV: 1.262
Highest occupied orbital energy (spin up / spin down), eV: -5.75 / -5.76
2S+1: 1

---

[3]
# C4H6FIrO4

A molecular structure, C4H6FIrO4 (ωB97M-V/def2-TZVPD, OMol25).

Last column: Löwdin spin population.
Geometry (Å):
C (-3.96, 1.15, -0.75)  0.113
O (-3.63, 0.63, 0.47)  0.808
H (-5.02, 0.96, -1.05)  0.057
H (-3.84, 2.26, -0.81)  0.001
H (-3.33, 0.74, -1.58)  0.038
C (-3.15, 3.59, 4.11)  0.037
O (-2.36, 3.73, 3.09)  0.005
C (-2.47, 2.60, 2.19)  0.003
C (-3.79, 1.92, 2.53)  0.020
O (-4.05, 2.64, 4.00)  0.125
O (-3.02, 4.13, 5.21)  0.161
F (-1.41, 1.81, 2.47)  0.001
H (-2.40, 2.99, 1.17)  0.001
H (-4.63, 2.35, 1.99)  0.002
H (-3.65, 0.89, 2.87)  0.000
Ir (-4.61, 3.26, 5.89)  2.628

Kohn-Sham gap (spin up / spin down), eV: 6.5 / 4.5
Relative energy (zero: lowest compared OMol25 entry of this formula, charge and spin), eV: 2.218
Total charge: +2
⟨S²⟩: 6.009
Highest occupied orbital energy (spin up / spin down), eV: -17.88 / -17.26
2S+1: 5

---

[4]
# C5H14OS

2 unconnected molecules or ions with the total composition C5H14OS (ωB97M-V/def2-TZVPD, OMol25).

Last column: Löwdin spin population.
Geometry (Å):
C (-1.78, 0.79, 1.05)  0.001
C (-1.58, 1.34, -0.38)  0.001
C (-1.34, 0.22, -1.44)  0.010
C (-0.52, -1.00, -1.19)  0.077
S (1.31, -0.76, -0.96)  0.767
C (1.95, -2.40, -1.51)  0.070
H (-1.22, 1.39, 1.75)  0.000
H (-2.83, 0.73, 1.36)  0.000
H (-1.48, -0.24, 1.12)  0.000
H (-0.69, 1.99, -0.44)  0.000
H (-2.36, 1.93, -0.80)  0.000
H (-0.95, 0.75, -2.34)  0.001
H (-2.34, -0.12, -1.78)  0.000
H (-0.65, -1.34, -0.15)  0.037
H (-0.55, -1.82, -1.89)  0.003
H (3.00, -2.20, -1.76)  0.001
H (1.54, -2.72, -2.47)  0.011
H (1.63, -3.18, -0.83)  0.020
H (2.57, 2.22, 3.56)  0.000
H (3.35, 1.81, 4.76)  0.000
O (2.93, 2.59, 4.36)  0.000

Kohn-Sham gap (spin up / spin down), eV: 10.2 / 5.4
Relative energy (zero: lowest compared OMol25 entry of this formula, charge and spin), eV: 1.114
Total charge: +1
⟨S²⟩: 0.753
Highest occupied orbital energy (spin up / spin down), eV: -13.64 / -13.64
2S+1: 2

---

[5]
# C14H22BF9N2O6

2 unconnected molecules or ions with the total composition C14H22BF9N2O6 (ωB97M-V/def2-TZVPD, OMol25).

Last column: Löwdin charge in e.
Geometry (Å):
O (-4.20, 1.38, 3.14)  0.086
C (-3.57, 0.51, 3.65)  -0.363
O (-2.74, -0.32, 3.01)  -0.033
C (-1.85, 0.30, 2.06)  -0.182
C (-2.34, 0.15, 0.61)  -0.095
B (-1.60, -1.01, -0.29)  -0.600
C (-2.51, -1.25, -1.63)  -0.124
C (-2.07, -2.40, -2.51)  -0.272
O (-3.18, -2.89, -3.31)  -0.088
C (-0.01, -0.67, -0.66)  -0.081
C (0.39, 0.78, -0.49)  -0.204
O (1.83, 0.87, -0.55)  -0.110
C (2.30, 2.14, -0.87)  -0.125
C (2.15, 3.15, 0.29)  -0.384
F (1.02, 3.91, 0.09)  0.105
F (1.97, 2.49, 1.46)  0.134
C (3.36, 4.09, 0.52)  -0.365
F (3.31, 4.62, 1.75)  0.164
F (4.48, 3.32, 0.46)  0.137
C (3.53, 5.19, -0.55)  -0.367
F (4.73, 5.78, -0.37)  0.152
F (3.56, 4.60, -1.78)  0.137
C (2.44, 6.29, -0.60)  -0.289
F (2.94, 7.31, -1.34)  0.094
F (2.17, 6.75, 0.63)  0.109
C (-1.73, -2.41, 0.58)  -0.254
O (-2.65, -3.16, 0.56)  0.130
N (-0.59, -2.81, 1.55)  0.193
C (0.12, -3.85, 1.14)  -0.547
O (-0.28, -4.88, 0.63)  0.061
F (1.45, -3.73, 1.35)  0.101
H (-3.64, 0.33, 4.73)  0.139
H (-1.80, 1.36, 2.30)  0.118
H (-0.86, -0.11, 2.21)  0.107
H (-2.29, 1.11, 0.10)  0.105
H (-3.40, -0.12, 0.67)  0.111
H (-3.53, -1.47, -1.32)  0.104
H (-2.56, -0.35, -2.25)  0.108
H (-1.29, -2.06, -3.20)  0.107
H (-1.71, -3.26, -1.93)  0.100
H (-2.90, -2.93, -4.22)  0.061
H (0.71, -1.30, -0.14)  0.087
H (0.13, -0.90, -1.71)  0.094
H (-0.04, 1.36, -1.31)  0.134
H (0.09, 1.19, 0.48)  0.106
H (1.74, 2.54, -1.72)  0.138
H (3.33, 2.05, -1.19)  0.135
H (1.53, 5.93, -1.08)  0.165
H (0.03, -2.03, 1.75)  0.124
N (0.79, -7.25, -0.19)  0.307
H (0.84, -7.31, -1.21)  0.153
H (1.72, -7.36, 0.21)  0.151
H (0.40, -6.33, 0.08)  0.075
H (0.17, -7.99, 0.15)  0.153

Kohn-Sham gap, eV: 6.9
Highest occupied orbital energy, eV: -8.37
2S+1: 1

---

[6]
# CH5N2S

A gas-phase ion, CH5N2S (charge +1) (ωB97M-V/def2-TZVPD, OMol25).

Last column: Löwdin spin population.
Geometry (Å):
C (0.37, -0.10, 0.49)  0.084
N (-0.12, 0.60, 1.47)  0.084
N (-0.11, -0.17, -0.73)  0.318
S (0.29, -1.30, -1.93)  1.361
H (1.31, -0.84, 0.91)  0.006
H (0.33, 0.61, 2.35)  0.004
H (-0.71, 1.31, 1.18)  0.006
H (-0.88, 0.46, -1.05)  0.019
H (-0.49, -0.56, -2.70)  0.119

Kohn-Sham gap (spin up / spin down), eV: 6.2 / 9.7
Relative energy (zero: lowest compared OMol25 entry of this formula, charge and spin), eV: 1.914
Total charge: +1
⟨S²⟩: 2.006
Highest occupied orbital energy (spin up / spin down), eV: -10.40 / -17.00
2S+1: 3

---

What calculated total energy values result from the calculations? In sequence: -152511.608 -140493.970 -17963.756 -18285.511 -55272.345 -14921.865 eV.